(1)
Molecular formula: C12H14BrF5N2
Method: DFT, ωB97M-V/def2-TZVPD

```
! wB97M-V def2-TZVPD RIJCOSX def2/J DEFGRID3
* xyz 0 1
C 2.955 -0.529 1.123
C 3.663 0.701 0.525
C 3.087 1.223 -0.819
Br 4.398 0.684 -2.226
C 1.713 0.640 -1.240
C 1.494 0.972 -2.689
N 1.320 1.148 -3.803
C 0.475 1.253 -0.491
C 0.833 2.112 0.666
N 1.117 2.530 1.690
C -0.478 0.104 -0.061
C -1.839 0.669 0.458
C -3.034 -0.217 0.066
C -2.832 -1.689 0.420
F -2.074 -2.352 -0.474
F -2.243 -1.823 1.632
C -4.210 -2.405 0.498
F -4.874 -2.167 -0.643
F -4.934 -1.954 1.510
F -4.077 -3.721 0.601
H 3.404 -0.881 2.053
H 1.922 -0.243 1.363
H 2.879 -1.327 0.372
H 3.542 1.518 1.252
H 4.740 0.530 0.472
H 3.101 2.313 -0.836
H 1.657 -0.448 -1.187
H -0.119 1.863 -1.181
H -0.648 -0.493 -0.964
H -0.047 -0.514 0.731
H -1.925 1.682 0.045
H -1.792 0.795 1.545
H -3.240 -0.093 -1.003
H -3.936 0.118 0.594
*
```

Values from the calculation:
SMILES: CC[C@@H](Br)[C@H](C#N)[C@H](C#N)CCCC(F)(F)C(F)(F)F
E_tot in Eh: -3648.5135
Gap between HOMO and LUMO in eV: 10.8
E_LUMO in eV: 0.49

***

(2)
Molecular formula: C12H14BrIN2Tc
Method: DFT, ωB97M-V/def2-TZVPD

```
! wB97M-V def2-TZVPD RIJCOSX def2/J DEFGRID3
* xyz 2 4
C -0.584 -1.320 3.309
C -2.627 0.735 1.465
H -1.365 -2.083 3.510
H -0.675 -0.587 4.147
H 0.376 -1.829 3.455
H -3.354 0.783 0.645
H -3.121 0.182 2.286
H -2.499 1.779 1.800
C 1.832 -1.936 0.639
C 2.844 -2.429 -0.191
C 2.899 -1.991 -1.516
C 1.949 -1.074 -1.956
H 1.740 -2.268 1.671
H 3.556 -3.139 0.223
H 3.666 -2.366 -2.188
H 1.905 -0.730 -2.982
N 0.931 -1.028 0.229
C 1.012 -0.553 -1.036
C 0.151 0.593 -1.382
N -0.626 1.089 -0.396
C -1.182 2.313 -0.527
C -0.494 2.425 -2.822
C -1.210 2.964 -1.754
H -1.635 2.767 0.361
H -1.785 3.883 -1.825
C 0.193 1.233 -2.632
H 0.768 0.766 -3.419
H -0.460 2.943 -3.770
Tc -0.839 -0.252 1.520
I -2.148 -2.217 0.567
Br 0.785 1.347 2.571
*
```

Values from the calculation:
E_tot in Eh: -3526.9886
Gap between HOMO and LUMO (alpha / beta) in eV: 5.9 / 4.4
<S²>: 3.804
E_LUMO (alpha / beta) in eV: -10.09 / -11.68
ΔE to the lowest compared entry with this formula, charge and spin in kcal per mole: 0.00

***

(3)
Molecular formula: C12H14BrN3O4
Method: DFT, ωB97M-V/def2-TZVPD

```
! wB97M-V def2-TZVPD RIJCOSX def2/J DEFGRID3
* xyz 0 1
C 0.194 -0.751 -1.927
C -0.454 0.320 -1.071
C -0.749 -0.331 0.338
O 0.418 -0.803 1.018
C 0.212 -1.135 2.310
O -0.865 -1.166 2.851
C 1.355 -1.552 3.106
C 1.366 -1.924 4.419
C 2.735 -2.327 4.747
Br 3.297 -3.133 6.387
C 3.514 -2.155 3.664
N 2.683 -1.631 2.645
C -1.772 0.812 -1.642
C -1.533 1.677 -2.868
C -2.869 2.082 -3.576
O -3.901 1.655 -3.063
O -2.859 2.776 -4.746
N -0.634 2.830 -2.440
C 0.310 2.651 -1.550
N 0.473 1.440 -0.907
H 0.480 -0.365 -2.917
H -0.519 -1.550 -2.069
H 1.144 -1.158 -1.516
H -1.201 0.456 0.915
H -1.446 -1.151 0.252
H 0.524 -1.943 5.150
H 4.560 -2.429 3.599
H 2.969 -1.390 1.680
H -2.374 -0.025 -1.938
H -2.293 1.363 -0.863
H -0.977 1.095 -3.605
H -3.771 2.830 -5.044
H 0.908 3.477 -1.264
H 1.078 1.455 -0.077
*
```

Values from the calculation:
SMILES: C[C@]1(COC(=O)c2cc(Br)c[nH]2)C[C@@H](C(=O)O)N=CN1
E_tot in Eh: -3504.9195
Gap between HOMO and LUMO in eV: 9.4
E_LUMO in eV: 0.34
ΔE to the lowest compared entry with this formula, charge and spin in kcal per mole: 0.00

***

(4)
Molecular formula: C12H14CaIN3O3
Method: DFT, ωB97M-V/def2-TZVPD

```
! wB97M-V def2-TZVPD RIJCOSX def2/J DEFGRID3
* xyz 0 1
C 0.230 1.701 1.380
C 0.160 -1.601 1.728
H 1.282 1.783 1.473
H -0.156 1.308 2.613
H -0.624 2.252 1.174
H 0.330 -2.386 0.974
H 1.140 -1.309 2.139
H -0.866 -1.616 2.112
C 0.098 2.685 -1.660
C 0.178 3.470 -2.800
C 0.088 2.859 -4.046
C -0.078 1.479 -4.130
H 0.178 3.078 -0.656
H 0.317 4.537 -2.684
H 0.154 3.446 -4.957
H -0.137 0.975 -5.086
N -0.095 1.397 -1.798
C -0.158 0.724 -2.965
C -0.304 -0.736 -2.956
N -0.297 -1.403 -1.785
C -0.384 -2.701 -1.632
C -0.569 -2.884 -4.010
C -0.532 -3.493 -2.760
H -0.343 -3.098 -0.626
H -0.613 -4.564 -2.633
C -0.456 -1.500 -4.108
H -0.486 -0.998 -5.066
H -0.684 -3.477 -4.912
Ca -0.055 -0.012 -0.339
I 2.796 -0.141 -0.473
O -1.216 -0.199 4.040
N -0.007 -0.032 3.741
O 1.209 0.126 4.032
O -0.094 0.252 1.980
*
```

Values from the calculation:
E_tot in Eh: -1830.4802
Gap between HOMO and LUMO (alpha / beta) in eV: 4.0 / 3.8
E_LUMO (alpha / beta) in eV: -1.39 / -1.38
ΔE to the lowest compared entry with this formula, charge and spin in kcal per mole: 295.74

***

(5)
Molecular formula: C12H14CuNO9
Method: DFT, ωB97M-V/def2-TZVPD

```
! wB97M-V def2-TZVPD RIJCOSX def2/J DEFGRID3
* xyz -3 2
Cu -0.078 1.871 0.417
C -0.956 0.014 -3.664
C -0.903 -0.178 -2.141
O -0.359 0.875 -1.486
H -1.633 -0.734 -4.100
H 0.032 -0.089 -4.130
H -1.258 1.015 -3.978
H -0.436 -1.148 -1.876
H -1.984 -0.327 -1.875
C 3.181 -0.800 1.546
C 4.254 -1.298 0.758
C 4.531 -0.601 -0.653
O 5.316 -1.145 -1.435
C 3.842 0.634 -0.866
C 2.821 1.071 -0.065
C 2.421 0.310 1.179
O 1.441 0.663 1.913
O 2.323 2.228 -0.307
O 4.946 -2.275 1.087
H 2.987 -1.238 2.518
H 4.176 1.135 -1.765
C -0.900 4.315 0.925
O -0.069 3.663 1.645
O -1.203 5.554 1.025
O -1.348 3.602 -0.055
C -2.812 0.040 1.143
O -1.926 0.839 1.248
N -2.621 -1.295 1.317
C -3.733 -2.194 1.139
C -1.288 -1.807 1.566
H -3.864 0.307 0.961
H -4.663 -1.626 1.149
H -3.710 -3.066 1.791
H -3.711 -2.606 0.115
H -1.323 -2.481 2.426
H -0.859 -2.243 0.663
H -0.635 -0.984 1.866
*
```

Values from the calculation:
E_tot in Eh: -2837.9243
Gap between HOMO and LUMO (alpha / beta) in eV: 4.3 / 4.3
<S²>: 0.755
E_LUMO (alpha / beta) in eV: 6.12 / 6.12
ΔE to the lowest compared entry with this formula, charge and spin in kcal per mole: 15.85

***

(6)
Molecular formula: C12H14F16IInNO3S
Method: DFT, ωB97M-V/def2-TZVPD

```
! wB97M-V def2-TZVPD RIJCOSX def2/J DEFGRID3
* xyz -1 1
N 6.290 0.887 0.473
In 5.078 -0.850 0.517
S 6.380 -2.595 -0.718
C 3.221 -0.555 -0.757
C 2.107 -0.021 -0.028
O 1.220 -0.577 0.552
I 2.093 2.194 0.110
H 5.702 1.716 0.460
H 6.755 0.875 -0.430
H 4.721 -1.408 2.135
H 6.059 -2.239 -1.965
H 3.510 0.095 -1.583
H 2.941 -1.542 -1.132
C 0.733 -4.646 0.649
C 0.182 -3.993 -0.625
C -0.955 -2.982 -0.462
F -2.067 -3.576 0.027
F -1.258 -2.478 -1.683
F -0.162 -4.940 -1.528
F 1.216 -3.282 -1.143
O 0.263 -5.951 0.959
C -0.821 -6.179 1.744
C -1.884 -7.006 1.008
F -2.316 -6.361 -0.089
F -2.939 -7.197 1.835
F -1.346 -5.059 2.263
F -0.420 -6.952 2.788
H 1.793 -4.788 0.445
H 0.660 -3.972 1.501
H -0.648 -2.163 0.193
H -1.467 -7.973 0.722
C -1.612 4.075 -0.241
C -0.912 5.356 0.231
C -1.511 6.095 1.430
F -2.751 6.546 1.152
F -0.733 7.163 1.720
F -0.750 6.213 -0.800
F 0.318 4.957 0.655
O -2.482 4.196 -1.355
C -3.808 4.453 -1.229
C -4.203 5.733 -1.977
F -3.537 6.794 -1.488
F -5.529 5.947 -1.807
F -4.220 4.491 0.049
F -4.487 3.448 -1.838
H -0.803 3.437 -0.595
H -2.087 3.553 0.590
H -1.548 5.438 2.303
H -3.986 5.623 -3.041
*
```

Values from the calculation:
E_tot in Eh: -3230.1112
Gap between HOMO and LUMO in eV: 7.6
E_LUMO in eV: 2.23

***

Record order is preserved below.
F_max: 1.94, 4.92, 4.89, 6.86, 3.61, 0.91 eV Å⁻¹